Formula: C4H8N2Si
Source: OMol25
Level of theory: wB97M-V/def2-TZVPD

The geometry in XYZ format:
```
15
Properties=species:S:1:pos:R:3:forces:R:3:nbo_charge:R:1
H -2.05056 0.72200 -1.39177 -0.3 -0.1 0.1 -0.157
H -1.82776 -0.61539 0.74259 -0.7 0.1 -0.1 -0.158
C 0.97193 1.71132 -0.02784 1.5 0.5 1.0 -0.109
N 0.18864 0.61268 -0.02841 0.7 -2.0 0.0 -0.721
H -0.40790 -1.80713 -0.30959 -0.4 -0.6 -0.5 0.206
N 2.35678 -0.07229 0.00042 -1.3 0.5 0.4 -0.448
C 0.63285 -1.83549 -0.05332 1.6 -3.1 -0.1 -0.651
C 1.08949 -0.46153 0.00394 0.6 1.4 0.0 0.330
Si -1.59325 0.63194 0.00051 1.0 1.2 1.0 1.052
H 3.18702 1.90709 0.01931 0.3 0.3 0.2 0.208
H 0.41291 2.57563 0.23374 0.4 1.3 -0.3 0.204
H 0.66856 -2.45162 0.97170 0.3 1.4 -2.2 0.234
H -1.92626 1.94002 0.80958 0.1 -1.3 -0.8 -0.145
C 2.30735 1.30758 0.06717 -1.9 -0.2 -0.9 -0.093
H 1.31666 -2.35364 -0.91376 -2.0 0.8 2.3 0.249
```
Forces are in eV/Å.

Its highest occupied orbital energy is -0.3034 Eh. The value obtained for the HOMO-LUMO gap is 8.95 eV. Its total charge is 0.